{"formula": "C54H78N6O6", "method": "wB97M-V/def2-TZVPD", "total_charge": 0, "homo_lumo_gap_ev": 9.77, "homo_energy_ha": -0.34543, "e_above_lowest_ev": 5.839, "smiles": "c1ccncc1.c1ccncc1.c1ccncc1.c1ccncc1.c1ccncc1.c1ccncc1.C1CCOC1.C1CCOC1.C1CCOC1.C1CCOC1.C1CCOC1.C1CCOC1", "e_lumo_ev": 0.37, "max_force_ev_per_a": 3.9, "species": ["O", "O", "O", "O", "O", "O", "N", "N", "N", "N", "N", "N", "C", "C", "C", "C", "C", "C", "C", "C", "C", "C", "C", "C", "C", "C", "C", "C", "C", "C", "C", "C", "C", "C", "C", "C", "C", "C", "C", "C", "C", "C", "C", "C", "C", "C", "C", "C", "C", "C", "C", "C", "C", "C", "C", "C", "C", "C", "C", "C", "C", "C", "C", "C", "C", "C", "H", "H", "H", "H", "H", "H", "H", "H", "H", "H", "H", "H", "H", "H", "H", "H", "H", "H", "H", "H", "H", "H", "H", "H", "H", "H", "H", "H", "H", "H", "H", "H", "H", "H", "H", "H", "H", "H", "H", "H", "H", "H", "H", "H", "H", "H", "H", "H", "H", "H", "H", "H", "H", "H", "H", "H", "H", "H", "H", "H", "H", "H", "H", "H", "H", "H", "H", "H", "H", "H", "H", "H", "H", "H", "H", "H", "H", "H"], "positions_angstrom": [[2.76535, -0.69113, -6.60599], [-5.07310, -2.64661, 2.10259], [-4.12498, 1.20827, -0.06867], [4.42020, 2.17104, 4.14240], [0.34879, 3.37444, -1.22205], [1.02599, 4.13670, 2.23809], [-4.67511, 0.82877, -4.70613], [1.26947, -2.81643, 4.25306], [6.15802, -3.28098, -0.04298], [-1.67112, -3.96231, -8.60452], [-1.64978, 0.69569, 4.93832], [0.52857, -0.79518, -1.17815], [1.82935, 4.87818, -2.14992], [0.96533, 3.07305, 3.11906], [-0.71873, -4.62681, -7.83244], [-4.50483, -3.18281, -0.04898], [-0.23600, 5.10316, 3.96684], [-0.32762, -2.71484, -0.01175], [-2.19943, 2.39266, 0.82557], [0.59102, -0.09491, 0.03095], [1.76986, 0.94333, -5.37637], [-2.24790, 0.42396, -5.00543], [-3.33804, -0.69200, -3.20254], [3.68140, -3.25392, 5.59252], [-2.08295, -0.49092, 4.44703], [2.74480, 0.15723, -4.41543], [-5.70871, -4.06000, 0.32824], [3.88382, -2.31738, 1.16729], [4.05672, -2.17216, -0.17760], [-2.22992, -0.37310, -3.84607], [5.17137, -2.68062, -0.73676], [-1.15263, -3.19923, -6.00916], [0.23879, -0.71083, 1.23751], [4.96554, -2.79695, 1.99033], [1.68719, 3.65849, -3.05241], [-0.36537, -4.25382, -6.54671], [4.88558, 3.13717, 3.14748], [-3.93412, 1.23452, 5.75368], [-3.46627, 0.99997, -5.34412], [-4.36102, 0.07789, 5.21614], [3.01542, -4.32061, 4.94237], [-4.53304, -0.11852, -3.71090], [4.09535, 1.05735, 2.11347], [-0.00611, -2.05774, -1.17665], [5.04739, 2.23598, 1.94003], [1.91429, -1.81849, 4.87951], [2.84990, -1.12067, -5.18073], [-2.67678, 1.37338, -0.17532], [6.04270, -3.27710, 1.28382], [-2.20537, -2.61020, -6.68394], [-2.60269, 1.51528, 5.53454], [-3.46285, -0.81964, 4.63810], [-4.61038, -2.07342, 0.89184], [1.73676, 0.20271, -6.79064], [-0.24391, -2.07926, 1.20305], [4.20982, 0.91779, 3.66083], [3.13889, -1.97764, 5.59761], [-3.37642, 2.40214, 1.79216], [1.33438, 4.32335, -0.80790], [-0.00867, 5.09687, 2.46103], [1.83668, -4.00532, 4.19476], [-2.42786, -3.03906, -7.95797], [0.67962, 2.72336, -2.45289], [-5.66686, -4.00681, 1.85227], [-4.63928, 2.17789, 0.95558], [0.34132, 3.67941, 4.34438], [4.61188, -3.48650, 6.08904], [2.33098, -0.04454, -3.42744], [-4.55161, -2.77809, -1.05998], [5.87844, 3.50902, 3.40060], [4.39798, 0.11885, 1.64899], [1.39167, -4.71911, 3.51736], [-2.23891, 2.32270, 6.15272], [-0.92293, 5.01829, 1.87275], [4.90043, 2.80091, 1.01951], [-0.17949, -5.45824, -8.26179], [3.36954, -1.54899, -0.73063], [0.74391, 1.04554, -5.02272], [-1.23616, 2.15193, 1.27531], [-0.97752, -2.83919, -5.00611], [1.99447, 0.87961, -7.60519], [0.41775, 5.82185, 4.46101], [0.38827, -0.26561, 2.21005], [-5.40333, -0.18464, 5.32136], [-1.35101, 0.66427, -5.55700], [-0.21847, -2.49467, -2.14122], [2.12392, 1.97413, -5.39072], [-3.24862, 1.64502, 2.56581], [0.40207, 6.04173, 2.10518], [1.30664, 5.80674, -2.37938], [3.67271, 0.69739, -4.22750], [-5.31479, -1.33508, 0.50875], [3.38769, -5.31891, 4.76569], [-0.69979, -3.72408, -0.10826], [3.10453, -1.69354, 1.57952], [0.98660, 0.90918, 0.07212], [1.09802, 1.72324, -2.33970], [5.02718, -2.76218, 3.06801], [1.58288, 4.00065, -4.08204], [5.13226, -2.53978, -1.80682], [6.91693, -3.55484, 1.85389], [0.83539, 5.05901, -0.17710], [-6.62898, -3.59953, -0.03118], [0.52493, -4.67647, -6.10498], [1.40676, -0.86569, 4.84807], [-3.44976, -1.22566, -2.27027], [-0.11412, 2.70452, -3.19970], [-4.95871, 3.11996, 0.50997], [4.23963, 4.00399, 3.00793], [-2.35066, 1.62172, -1.18530], [2.63240, 3.11876, -3.11054], [3.27340, 0.50244, 4.03327], [2.14277, 3.91479, -0.20153], [-5.41145, -0.22770, -3.09214], [3.78325, -1.58576, -4.86349], [-4.99783, -4.78026, 2.22946], [3.61574, -1.17211, 6.13625], [-5.76889, -5.05030, -0.12318], [-1.25266, 5.30591, 4.30358], [-2.26610, 0.39266, 0.06476], [-1.28518, -0.72763, -3.46113], [-3.54836, -3.59941, 0.26680], [-0.49725, -2.54484, 2.14403], [-5.39922, 1.72402, 1.59166], [-1.29498, -1.10758, 4.04055], [-2.12654, 3.32365, 0.26339], [-3.23854, 3.36484, 2.28440], [0.95935, 3.51238, 5.22656], [-3.52637, 1.52053, -6.28848], [6.11300, 2.04771, 1.80919], [3.02184, 1.19636, 1.98562], [0.73992, -0.15088, -7.05407], [-4.00225, -1.73105, 4.42652], [2.87465, 5.15848, -2.02000], [-4.62604, 1.83240, 6.32831], [-3.64544, -1.58926, 1.04211], [0.55822, 2.18630, 2.63322], [-6.63251, -4.27552, 2.28054], [2.01353, 2.80114, 3.24330], [5.08796, 0.27532, 3.72563], [-3.19634, -2.59456, -8.57299], [-2.77157, -1.75890, -6.33595], [-0.47215, 3.03780, 4.68306], [2.11354, -1.90794, -5.01926]], "forces_ev_per_a": [[1.604, -2.772, 0.556], [-1.186, -1.598, 1.247], [-0.276, 1.547, 0.783], [0.118, 2.924, 1.460], [-0.971, -1.079, 0.705], [-0.494, 1.449, -2.088], [2.737, -2.627, 1.063], [0.247, 1.201, -0.397], [-0.422, 0.554, -1.040], [0.437, -1.160, 2.152], [-1.952, 0.638, 0.262], [-0.983, 0.270, 1.315], [0.780, 0.015, 1.540], [1.273, 0.104, -0.043], [-1.071, 1.408, -0.924], [-0.060, -0.874, -0.647], [1.554, -1.020, 0.642], [-0.695, -0.590, 0.120], [-0.886, -0.283, -0.797], [-0.103, -2.679, -0.574], [-0.521, 0.919, 0.196], [-1.114, 0.171, 1.007], [-3.796, 0.585, 0.079], [-0.499, -1.455, -0.191], [-1.842, 1.477, 1.553], [-2.241, 0.354, -0.416], [-0.054, 0.135, -0.273], [1.302, 1.087, 2.510], [-1.110, 0.443, 0.941], [3.329, 0.378, -1.302], [1.021, -0.946, -0.463], [0.699, -0.446, 0.863], [-0.468, -2.154, -0.854], [-1.716, 0.319, -1.813], [2.143, 0.740, -1.240], [-1.554, 1.501, -0.569], [0.347, -1.686, 0.062], [0.670, 0.729, -0.372], [-0.838, -0.449, -0.589], [-0.182, -1.671, -0.522], [-1.098, 1.479, -1.610], [-0.587, 2.141, 0.136], [0.210, -0.276, 1.463], [1.088, 2.770, 0.417], [-0.146, 1.229, -2.028], [0.692, -0.652, 0.982], [0.695, 0.103, -1.266], [-0.151, -1.296, -0.128], [0.436, 0.230, 0.095], [0.586, -0.175, 0.193], [1.766, -0.881, 0.882], [0.035, -0.001, -0.330], [-0.841, 1.155, 0.571], [0.566, 2.195, 2.206], [1.011, 2.369, 0.167], [0.146, -1.195, -2.542], [-1.432, -0.584, -1.071], [0.827, 0.970, 0.723], [-0.415, 0.269, -1.014], [0.651, 0.819, 0.105], [1.706, -0.214, 1.424], [1.028, -1.126, -2.187], [0.200, 1.326, -0.360], [1.141, 0.562, -1.134], [2.285, -0.796, -0.179], [-2.108, -1.398, 1.461], [0.109, 0.184, 0.170], [-0.374, 0.166, 0.042], [0.401, -0.541, -0.179], [-0.091, 0.063, 0.518], [0.049, 0.337, -0.217], [-0.191, -0.297, 0.189], [0.671, 0.494, -0.577], [-0.168, -0.990, -0.065], [-0.604, 0.114, -0.156], [-0.082, 0.082, -0.604], [-0.231, -0.270, -0.255], [0.013, -0.287, 0.488], [-0.110, 0.036, -0.038], [0.341, 0.028, 0.184], [0.290, 0.043, 0.016], [-0.093, 0.292, -0.210], [-0.159, 0.404, -0.038], [-0.059, -0.364, -0.091], [-0.033, -0.103, -0.055], [0.373, -0.131, -0.165], [0.031, 0.034, -0.604], [-0.118, -0.225, -0.093], [0.184, 0.127, 0.133], [-0.350, -0.379, -0.544], [0.153, -0.243, -0.564], [-0.145, 0.348, 0.273], [0.441, 0.023, 0.550], [-0.084, -0.150, 0.218], [-0.506, -0.580, 0.539], [0.042, 0.169, -0.587], [-0.210, -0.082, 0.356], [-0.479, 0.038, 0.012], [-0.759, -0.291, -0.106], [1.300, -0.529, -0.403], [0.237, -0.453, -0.132], [-0.079, -0.079, -0.139], [-0.036, 0.423, 0.054], [-0.263, -0.050, 0.442], [-0.007, 0.225, 0.113], [0.448, -0.247, -0.094], [-0.910, -0.310, 0.811], [-0.259, -0.200, -0.285], [-0.521, -0.342, 0.278], [-0.403, 0.021, -0.205], [0.396, 0.200, 0.256], [0.345, -0.195, 0.495], [0.011, -0.506, -0.064], [-0.361, -0.292, -0.167], [0.456, -0.180, -1.216], [0.422, 0.221, 0.146], [-0.059, 0.150, -0.190], [0.538, -0.184, 0.273], [0.014, -0.353, -0.155], [0.122, -0.230, -0.068], [0.335, 0.006, -0.042], [0.071, -0.900, -0.908], [0.026, -0.206, -0.028], [-0.214, -0.141, -0.558], [-0.293, -0.401, -0.169], [0.179, 0.327, 0.429], [-0.940, 0.160, 0.381], [0.576, 1.136, -0.094], [-0.006, 0.607, 0.075], [-0.044, -1.118, 0.425], [0.150, 0.682, -0.982], [-0.100, -0.831, 0.363], [0.914, -0.533, -0.751], [0.124, 0.082, -0.266], [0.332, 0.453, -0.026], [-0.054, 0.167, 0.295], [-1.001, -0.091, 0.293], [-0.156, 1.132, 0.359], [0.119, -0.068, 0.571], [0.046, -0.387, 1.151], [-0.114, 0.123, -0.077], [-0.018, -0.214, 0.500], [-0.482, -0.049, -0.406], [-0.607, 0.439, 0.258]]}